Entry 1:
{
  "formula": "C30H45N3O6SSi3Yb",
  "method": "wB97M-V/def2-TZVPD",
  "species": ["Yb", "C", "C", "O", "C", "C", "C", "C", "C", "C", "O", "H", "H", "H", "H", "H", "H", "H", "C", "O", "Si", "C", "C", "C", "Si", "C", "C", "C", "Si", "C", "C", "C", "H", "H", "H", "H", "H", "H", "H", "H", "H", "H", "H", "H", "H", "H", "H", "H", "H", "H", "H", "H", "H", "H", "H", "H", "H", "H", "H", "O", "C", "O", "C", "C", "C", "C", "C", "C", "S", "H", "H", "H", "H", "C", "N", "C", "C", "C", "N", "C", "O", "N", "H", "H", "H", "H", "H", "H", "H"],
  "positions_angstrom": [[11.19299, -3.46749, 15.04181], [15.64810, -3.54516, 15.96076], [14.37145, -3.50746, 15.09482], [13.31588, -3.77400, 15.67628], [14.49039, -3.10564, 13.72589], [15.73666, -2.56571, 13.25693], [15.82360, -2.14623, 11.95677], [14.69435, -2.30829, 11.08423], [13.51459, -2.87448, 11.47039], [13.38943, -3.26951, 12.82479], [12.29041, -3.81108, 13.21180], [15.63891, -4.42779, 16.61303], [15.58721, -2.65735, 16.52527], [16.53187, -3.59690, 15.38284], [16.53005, -2.39969, 13.94491], [16.74833, -1.73617, 11.59456], [14.69637, -1.87125, 10.04442], [12.59079, -2.84950, 10.85562], [9.03841, -3.91264, 17.71166], [9.95331, -4.34688, 16.74843], [9.93884, -6.09948, 16.33583], [8.43913, -6.86410, 17.10612], [11.26890, -6.76486, 17.53388], [10.22665, -5.92522, 14.58352], [11.47458, -7.23573, 13.99765], [13.27919, -6.72997, 14.46755], [11.09923, -8.89327, 14.77282], [11.56757, -7.41368, 12.10501], [8.71927, -5.76022, 13.52187], [9.07418, -4.86120, 11.93475], [7.22294, -4.96809, 14.40931], [7.94445, -7.44046, 13.08688], [9.58485, -3.37221, 18.49987], [8.55047, -4.72098, 18.18797], [8.30514, -3.24053, 17.32936], [8.41035, -6.90149, 18.21473], [8.43577, -7.89147, 16.77446], [7.44191, -6.52105, 16.87867], [11.50152, -6.00636, 18.29535], [12.14897, -7.03794, 16.99627], [10.87168, -7.61958, 18.05201], [13.69749, -5.87045, 13.92357], [13.93812, -7.59106, 14.27279], [13.31622, -6.46521, 15.55120], [10.69337, -8.65210, 15.72604], [11.90993, -9.63515, 14.82105], [10.24307, -9.36468, 14.19288], [12.17454, -6.64258, 11.62264], [10.56585, -7.26805, 11.61182], [11.97596, -8.39058, 11.78769], [9.53789, -3.94265, 12.12127], [8.05615, -4.60006, 11.46600], [9.66148, -5.47466, 11.24094], [6.87454, -5.48494, 15.27819], [6.49054, -5.11912, 13.60247], [7.31509, -3.97699, 14.68447], [8.59378, -8.21301, 12.70843], [7.16475, -7.29964, 12.37625], [7.39371, -7.84540, 13.96950], [12.05482, 0.82569, 15.46096], [11.91318, -0.25263, 14.88265], [12.12883, -1.41485, 15.32165], [11.40785, -0.20021, 13.38381], [12.04485, 0.75437, 12.60405], [11.80354, 0.94133, 11.25402], [10.76219, 0.22535, 10.69191], [9.98468, -0.62424, 11.51693], [10.26054, -0.84962, 12.86685], [9.19400, -1.89047, 13.90498], [12.73247, 1.44424, 13.10368], [12.51443, 1.52301, 10.71144], [10.41946, 0.24014, 9.63258], [9.20502, -1.18296, 11.06175], [15.48081, -3.26310, 19.59567], [14.31883, -2.55294, 19.16356], [14.46888, -1.27880, 18.65014], [13.47131, -0.54204, 18.14401], [12.15446, -1.14454, 18.18313], [12.05321, -2.43239, 18.51781], [13.07489, -3.20530, 19.00041], [13.05898, -4.39546, 19.36166], [11.06478, -0.49050, 17.89978], [16.24518, -3.22600, 18.80708], [15.09611, -4.25794, 19.74511], [15.86354, -2.88955, 20.53852], [15.48492, -0.94225, 18.67800], [13.66608, 0.48655, 17.64365], [11.18589, 0.27037, 17.23289], [10.25197, -1.13517, 17.76443]],
  "forces_ev_per_angstrom": [[-0.200, 0.256, -0.640], [-1.467, -1.471, -0.556], [1.206, 0.054, 0.442], [-0.367, -0.377, 0.407], [0.623, 0.089, -0.433], [-1.807, -0.054, -0.777], [-0.548, -0.492, -0.298], [0.232, 0.902, -1.184], [-0.087, 0.669, 0.106], [-0.235, -0.529, 0.474], [-0.415, 0.252, 0.043], [-0.335, 0.318, -0.034], [0.232, 1.093, 0.924], [0.859, 0.096, -0.431], [0.534, 0.065, 0.188], [0.110, 0.245, -0.210], [0.419, -0.548, 1.176], [0.871, -0.258, 0.380], [1.163, 1.256, 1.362], [-0.308, -0.889, -0.667], [0.756, 1.156, 0.788], [-1.116, -0.116, 0.952], [-0.760, 0.814, -0.363], [0.847, -0.875, -0.267], [0.644, 1.814, -0.552], [-0.263, -0.206, 0.607], [-0.804, -0.940, -1.590], [-0.995, -0.007, -0.696], [0.124, -0.434, 1.023], [-2.280, -0.942, -1.086], [0.336, -1.870, -1.512], [-0.255, -0.111, 1.229], [-0.024, -0.105, -0.127], [-0.584, -0.865, 0.398], [-0.658, 0.482, -0.721], [0.574, 0.000, -0.457], [0.164, -0.627, -0.141], [-0.227, 0.398, -0.472], [0.096, -0.064, -0.311], [0.784, -0.246, -0.025], [-0.100, -0.587, 0.176], [-0.423, -0.273, -0.040], [-0.057, 0.149, 0.204], [0.224, -0.288, -0.753], [-0.119, -0.279, 1.107], [-0.179, 0.336, 0.142], [0.899, 0.475, 0.574], [0.191, 0.066, 0.334], [0.807, -0.527, 0.529], [-0.209, 0.280, 0.177], [0.910, 1.345, 0.198], [1.367, -0.454, 0.390], [-0.186, 0.257, 0.072], [-0.140, -0.649, 0.371], [-0.287, 0.464, 0.335], [0.167, 2.293, 0.169], [0.387, -0.246, -0.105], [-0.695, 0.230, -0.949], [0.595, 0.181, -0.298], [0.193, -0.255, 0.498], [-1.282, 0.480, -2.414], [-0.044, -0.886, 0.590], [-0.295, 0.972, 1.067], [0.525, 0.322, 0.469], [-0.272, -0.695, 0.084], [-1.217, -1.000, -0.083], [0.903, 0.486, -0.159], [0.659, -0.440, 0.767], [0.828, 0.180, -0.230], [0.115, -0.550, -0.132], [-0.044, 0.633, -0.539], [0.749, 0.312, 0.770], [-0.775, -0.283, -0.243], [0.058, -0.353, -0.218], [-0.712, 2.087, -1.051], [0.016, -0.864, 0.360], [-0.112, 2.059, -0.961], [2.803, -2.223, 0.770], [-0.484, -0.619, 0.319], [0.747, -0.434, 0.626], [-1.085, 1.297, -0.748], [-2.474, 0.138, -0.718], [-0.032, -0.165, 0.357], [0.407, -0.587, 0.046], [0.152, 0.206, 0.143], [0.390, 0.357, -0.061], [-0.483, -2.024, 1.060], [-0.168, 0.004, -0.049], [0.939, 1.144, 0.099]],
  "mulliken_spin": [1.016, 0.001, 0.000, -0.003, -0.003, 0.001, -0.001, 0.000, 0.000, 0.002, 0.000, 0.000, 0.000, 0.000, 0.000, 0.000, 0.000, 0.000, 0.000, -0.002, 0.000, 0.000, 0.000, -0.001, 0.000, 0.000, 0.000, 0.000, 0.000, 0.000, 0.000, 0.000, 0.000, 0.000, 0.000, 0.000, 0.000, 0.000, 0.000, 0.000, 0.000, 0.000, 0.000, 0.000, 0.000, 0.000, 0.000, 0.000, 0.000, 0.000, 0.000, 0.000, 0.000, 0.000, 0.000, 0.000, 0.000, 0.000, 0.000, 0.000, -0.002, -0.006, -0.002, 0.000, 0.001, 0.000, 0.001, 0.001, -0.002, 0.000, 0.000, 0.000, 0.000, 0.000, 0.000, 0.000, 0.000, 0.000, 0.000, 0.000, 0.000, 0.000, 0.000, 0.000, 0.000, 0.000, 0.000, 0.000, 0.000],
  "total_charge": -1,
  "e_above_lowest_ev": 0.863,
  "spin_multiplicity": 2,
  "homo_ev": [-4.89, -4.89]
}

=====

Entry 2:
{
  "formula": "C31H52N2O3P2Tc",
  "method": "wB97M-V/def2-TZVPD",
  "species": ["Tc", "C", "C", "C", "C", "C", "C", "H", "H", "H", "C", "H", "H", "H", "C", "H", "H", "H", "C", "H", "H", "H", "C", "H", "H", "H", "C", "C", "C", "C", "C", "C", "C", "C", "H", "H", "H", "H", "H", "H", "H", "H", "H", "H", "H", "H", "P", "C", "C", "P", "C", "C", "C", "H", "H", "H", "H", "H", "H", "H", "H", "H", "H", "H", "H", "H", "H", "C", "C", "C", "C", "C", "C", "O", "N", "C", "O", "N", "C", "O", "H", "H", "H", "H", "H", "H", "H", "H", "H", "H", "H"],
  "positions_angstrom": [[1.58373, -0.15872, -1.93579], [0.63726, 2.47776, -0.39746], [1.82750, 1.85227, -1.05799], [0.28149, 2.66188, -2.65782], [-0.19230, 3.00409, -1.38482], [1.53769, 1.93208, -2.55271], [0.46875, 2.89094, 1.00648], [1.25784, 2.49611, 1.64598], [-0.49205, 2.54794, 1.42134], [0.52128, 3.98548, 1.11183], [-1.36595, 3.89004, -1.11989], [-1.27246, 4.37945, -0.14286], [-2.30472, 3.32278, -1.09428], [-1.47868, 4.67187, -1.88242], [-0.31223, 3.14278, -3.91826], [-0.45208, 4.23453, -3.95391], [-1.31702, 2.70922, -4.02703], [0.29222, 2.84482, -4.78295], [2.63713, 2.19250, -3.52513], [2.98488, 3.23101, -3.43637], [2.29386, 2.04669, -4.55436], [3.48496, 1.50915, -3.37291], [3.15283, 2.40348, -0.58404], [3.33919, 3.41300, -1.00919], [3.97537, 1.74455, -0.89012], [3.17438, 2.54410, 0.51169], [-0.66889, -0.05131, 3.50354], [0.41502, 0.67254, 3.79274], [1.78499, 0.02824, 3.79175], [2.17877, 0.23132, 2.31507], [1.58345, -0.71608, 1.43226], [1.05928, -2.05006, 1.54300], [-0.39321, -2.07705, 2.00823], [-0.64749, -1.55889, 3.41227], [1.74379, -1.04996, 4.00342], [3.23372, 0.47279, 2.12653], [2.52238, 0.51673, 4.44407], [0.07639, -2.01730, 4.10076], [-1.62135, 0.43328, 3.29958], [0.40848, 1.77942, 3.79829], [-1.64679, -1.91067, 3.69403], [-0.90815, -1.37230, 1.34322], [0.84794, -2.28668, 0.47016], [-0.81866, -3.07146, 1.82258], [1.74367, 1.17421, 1.99731], [1.24471, -0.25293, 0.47824], [2.40858, -3.28502, 1.22128], [1.65801, -4.62620, 2.18191], [3.81638, -2.64590, 2.13058], [2.74471, -1.90995, -1.74360], [2.75641, -3.48878, -0.50973], [4.56869, -1.71510, -1.62721], [2.88404, -3.11616, -3.16375], [0.68857, -4.92134, 1.75278], [1.47792, -4.25583, 3.20661], [2.30390, -5.51098, 2.25368], [4.57312, -3.43106, 2.27658], [3.48178, -2.30002, 3.11715], [4.28115, -1.80524, 1.59775], [3.35031, -4.05895, -2.83338], [3.51712, -2.70447, -3.95954], [1.89979, -3.37424, -3.56793], [2.08224, -4.25090, -0.93271], [3.75098, -3.97942, -0.58742], [4.95175, -1.45778, -2.61754], [5.05903, -2.64523, -1.32041], [4.83488, -0.93771, -0.91116], [-4.65043, 2.74314, -0.16499], [-5.26235, 1.38167, 0.03460], [-4.35342, 0.18118, -0.36498], [-5.24997, -1.10385, -0.20807], [-5.97451, -1.18214, 1.12626], [-3.90535, 0.28723, -1.82133], [-4.58803, 0.70511, -2.74798], [-2.59349, -0.14429, -2.09116], [-1.55610, -0.19580, -1.17543], [-0.37425, -0.42126, -1.66061], [-1.84905, -0.05205, 0.10136], [-3.12442, 0.13080, 0.56001], [-3.30505, 0.28605, 1.79048], [-3.72105, 2.84207, 0.40712], [-5.35096, 3.49677, 0.20847], [-4.47944, 2.93596, -1.22935], [-5.50968, 1.24756, 1.09563], [-6.20135, 1.29114, -0.53984], [-5.99777, -1.06837, -1.02045], [-4.63997, -2.00350, -0.37467], [-6.81611, -0.47961, 1.15853], [-6.37943, -2.18723, 1.27514], [-5.28770, -0.94268, 1.94607], [-2.32039, -0.19130, -3.06283]],
  "forces_ev_per_angstrom": [[-2.969, 4.667, -0.037], [0.366, 0.538, -1.723], [-1.201, 1.070, -0.819], [0.949, -0.222, 0.120], [-0.167, -0.266, 0.396], [-0.930, 1.080, 1.970], [0.065, -0.215, 0.846], [-0.232, 0.523, -0.118], [0.231, 0.105, -0.106], [-0.131, -0.246, -0.146], [-0.357, 0.015, 0.090], [-0.046, -0.064, -0.279], [0.215, 0.137, -0.089], [0.090, -0.237, 0.168], [-0.272, -0.215, -0.661], [0.144, -0.308, 0.181], [0.122, 0.117, -0.131], [-0.278, 0.119, 0.145], [0.187, -0.500, -0.661], [0.168, -0.284, 0.053], [0.141, 0.036, 0.136], [0.131, 0.229, -0.070], [0.339, -0.338, 0.368], [-0.163, -0.589, 0.049], [0.128, 0.262, 0.167], [0.100, -0.256, -0.441], [0.428, 0.340, 0.347], [-0.279, -0.164, 0.131], [0.405, 0.270, -0.238], [0.644, 0.076, 1.214], [-1.165, 1.628, -2.378], [1.311, -0.738, -3.377], [-0.953, -0.002, 1.003], [-0.444, -0.405, 0.503], [0.063, 0.411, 0.267], [0.272, -0.542, -0.131], [-0.339, -0.212, -0.073], [-0.356, 0.162, 0.108], [0.134, -0.128, 0.065], [-0.185, -0.761, 0.212], [0.202, -0.031, 0.086], [0.073, -0.331, -0.130], [-0.700, 0.814, -0.185], [0.222, 0.092, 0.177], [0.074, -0.079, -0.177], [0.457, -0.121, 0.622], [-0.748, 0.009, 3.039], [0.336, -0.834, -0.086], [0.715, -0.314, -0.003], [3.544, -6.480, 0.412], [-0.259, -0.362, -0.013], [0.420, 0.780, 0.181], [-0.404, -0.318, -0.177], [0.350, 0.102, 0.020], [0.151, 0.060, -0.484], [-0.174, 0.139, -0.139], [-0.123, 0.239, -0.084], [0.004, -0.134, -0.247], [-0.098, -0.226, 0.071], [-0.059, 0.430, -0.100], [-0.326, 0.100, 0.155], [0.164, 0.117, -0.039], [-0.222, 0.403, 0.257], [-0.436, 0.516, 0.180], [0.009, 0.199, 0.166], [-0.228, 0.185, -0.166], [0.195, 0.070, -0.084], [-0.112, 0.268, -0.044], [-0.173, -0.508, -0.018], [-0.097, 0.307, -0.088], [0.192, -0.116, -0.572], [-0.034, 0.020, 0.259], [-1.078, 0.715, -0.908], [0.996, -0.842, 1.486], [1.157, -0.115, -0.386], [-2.191, 0.349, 0.943], [-0.102, -0.299, 0.094], [2.068, -0.237, -0.856], [-1.272, 0.521, 2.414], [0.512, -0.406, -2.448], [-0.097, 0.034, -0.098], [0.201, 0.007, -0.117], [0.077, 0.095, 0.170], [0.118, 0.021, -0.374], [0.397, 0.038, 0.177], [0.404, 0.005, 0.188], [-0.067, 0.157, 0.042], [0.218, -0.229, 0.050], [0.077, 0.130, -0.033], [-0.260, -0.146, -0.067], [-0.238, 0.120, -0.128]],
  "mulliken_spin": [2.943, 0.147, -0.127, 0.082, 0.131, 0.260, -0.002, -0.011, 0.015, 0.023, 0.013, 0.000, -0.002, -0.003, -0.054, 0.014, 0.020, -0.003, 0.050, -0.004, -0.004, 0.009, -0.021, 0.002, 0.009, -0.002, -0.008, 0.002, -0.006, -0.075, -0.002, -0.031, -0.052, 0.011, 0.001, 0.015, 0.000, 0.000, -0.001, -0.001, 0.000, 0.017, 0.014, -0.006, -0.013, -0.184, 0.002, 0.002, -0.007, -0.330, -0.005, 0.011, 0.001, 0.000, -0.001, -0.001, 0.002, -0.002, 0.007, 0.001, 0.016, -0.010, 0.001, 0.000, 0.005, -0.001, -0.004, 0.000, 0.000, -0.001, 0.000, 0.000, -0.002, 0.002, 0.006, 0.047, 0.058, 0.036, -0.008, 0.009, 0.000, 0.000, 0.000, 0.000, 0.000, 0.000, 0.000, 0.000, 0.000, 0.000, 0.000],
  "total_charge": 2,
  "e_above_lowest_ev": 0.000,
  "spin_multiplicity": 4,
  "homo_ev": [-12.55, -13.12]
}

=====

Entry 3:
{
  "formula": "C3H5F2N",
  "method": "wB97M-V/def2-TZVPD",
  "species": ["C", "C", "C", "N", "F", "F", "H", "H", "H", "H", "H"],
  "positions_angstrom": [[1.13003, 1.55454, -0.79713], [1.84582, -0.60270, 0.26821], [-2.13262, 0.22613, 0.01794], [1.44811, 0.52838, -0.39864], [-1.58315, 1.31196, 0.61739], [-2.51335, 0.63026, -1.24007], [-1.25865, -0.48562, -0.13037], [1.12393, -1.38422, 0.01194], [2.14858, -0.62210, 1.37183], [2.77887, -0.94398, -0.26246], [-2.98758, -0.21265, 0.54136]],
  "forces_ev_per_angstrom": [[-0.607, 2.000, -1.036], [2.211, -2.974, -0.038], [2.000, -0.493, -1.392], [0.135, 0.119, 1.301], [-0.694, -0.101, 0.511], [-0.248, -0.296, 0.546], [-1.273, 0.451, 0.256], [0.037, -0.096, 0.637], [-1.031, 0.823, -1.486], [-0.669, 0.121, 0.592], [0.140, 0.448, 0.111]],
  "lowdin_charge": [0.026, -0.148, -0.251, -0.141, -0.009, -0.011, 0.115, 0.076, 0.119, 0.100, 0.123],
  "e_above_lowest_ev": 1.259,
  "spin_multiplicity": 1,
  "homo_ev": -11.13
}

=====

Calculated total energy (hartree)
-4211.6190 -2310.3485 -371.7221
M (g/mol)
833.07 660.72 93.08